## one
DFT (wB97M-V/def2-TZVPD) results for a cluster of 2 separate species, C3H10OS in total.

For the HOMO energy, the calculation gives -0.3123 Ha. For the LUMO energy, the calculation gives 0.64 eV. As for the structure (SMILES): CCSC.O.

Geometry as ORCA input:
```
! wB97M-V def2-TZVPD RIJCOSX def2/J DEFGRID3
* xyz 0 1
C 1.403 0.373 -1.793
C 1.930 -0.069 -0.460
S 0.824 0.308 0.924
C -0.647 -0.587 1.111
H 1.719 1.420 -1.816
H 0.438 0.471 -1.827
H 1.910 0.004 -2.757
H 2.942 0.414 -0.219
H 1.937 -1.149 -0.342
H -1.501 -0.094 1.576
H -1.174 -1.309 0.361
H -0.277 -1.389 1.905
O -3.658 -0.122 -0.552
H -2.824 -0.736 -0.685
H -3.216 0.110 0.285
*
```

***

## two
DFT (wB97M-V/def2-TZVPD) results for a cluster of 2 separate species, C3H10OS in total.

For the HOMO energy, the calculation gives -0.3034 Ha. For the LUMO energy, the calculation gives 0.75 eV. As for the structure (SMILES): CCSC.O.

Geometry as ORCA input:
```
! wB97M-V def2-TZVPD RIJCOSX def2/J DEFGRID3
* xyz 0 1
C -2.177 0.739 -0.047
C -0.614 0.629 0.227
S -0.172 -0.819 1.201
C 1.595 -0.589 1.471
H -2.247 1.604 -0.757
H -2.457 0.787 1.065
H -2.713 -0.110 -0.464
H -0.169 1.491 0.784
H -0.058 0.589 -0.767
H 2.325 -0.887 0.715
H 1.664 0.524 1.509
H 1.757 -0.899 2.450
O 1.313 -1.028 -2.133
H 0.490 -1.332 -2.239
H 1.463 -0.698 -3.014
*
```

***

## three
DFT (wB97M-V/def2-TZVPD) results for a structure of composition C3H10OS.

For the HOMO energy, the calculation gives -0.2744 Ha. For the LUMO energy, the calculation gives -0.99 eV.

Geometry as ORCA input:
```
! wB97M-V def2-TZVPD RIJCOSX def2/J DEFGRID3
* xyz 0 1
C -0.802 0.476 1.961
C -1.691 0.316 0.874
S 0.633 0.293 -0.859
C 1.251 0.880 -2.533
H -0.580 1.055 0.835
H -0.910 1.108 2.830
H -0.228 -0.426 2.142
H -1.522 -0.645 0.415
H -2.647 0.804 0.766
H 1.099 1.950 -2.465
H 0.561 0.435 -3.239
H 2.260 0.494 -2.592
H 0.662 -1.481 0.544
H 1.116 -2.929 0.321
O 0.798 -2.330 1.000
*
```

***

Most favorable first, least favorable last: two, one, three

***

## one
DFT (wB97M-V/def2-TZVPD) results for a structure of composition C17H36BiGeN4OS.

For the HOMO energy, the calculation gives -0.6441 Ha. For the LUMO energy, the calculation gives -9.18 eV.

Geometry as ORCA input:
```
! wB97M-V def2-TZVPD RIJCOSX def2/J DEFGRID3
* xyz 3 1
Bi -0.131 1.925 -2.156
N 1.997 0.993 -1.618
C 3.082 2.001 -1.498
C 2.695 3.028 -0.447
N 1.328 3.539 -0.688
C 1.248 4.895 -1.284
C 1.498 4.865 -2.779
N 0.531 3.951 -3.453
H 2.198 0.343 -2.375
H 1.913 0.445 -0.763
H 4.025 1.528 -1.226
H 3.209 2.457 -2.480
H 2.722 2.564 0.540
H 3.425 3.839 -0.443
H 0.838 3.576 0.200
H 0.251 5.293 -1.079
H 1.968 5.570 -0.817
H 1.404 5.877 -3.172
H 2.506 4.522 -3.004
H -0.335 4.458 -3.635
H 0.889 3.691 -4.370
O -0.519 -0.378 -1.910
N -0.530 -1.164 -3.009
C -0.966 -2.433 -2.857
C -0.985 -3.305 -3.912
C -0.553 -2.864 -5.160
C -0.131 -1.559 -5.304
C -0.125 -0.700 -4.210
S 0.405 0.957 -4.424
H -1.281 -2.685 -1.857
H -1.344 -4.313 -3.763
H -0.553 -3.532 -6.011
H 0.189 -1.175 -6.263
C 0.393 -0.043 4.478
C -0.917 0.699 4.701
C -2.126 0.093 3.994
C -2.043 0.184 2.444
Ge -1.221 -1.291 1.527
C -2.205 -2.919 1.246
C -2.216 -3.773 2.535
C -0.869 -4.414 2.834
C 0.246 -3.377 2.781
H 1.226 0.478 4.948
H 0.644 -0.131 3.411
H 0.356 -1.044 4.910
H -0.816 1.742 4.387
H -1.132 0.720 5.770
H -3.015 0.651 4.290
H -2.290 -0.936 4.325
H -1.523 1.099 2.152
H -3.053 0.215 2.024
H 0.169 -1.043 0.949
H -1.791 -3.466 0.399
H -3.224 -2.605 1.004
H -2.990 -4.532 2.418
H -2.516 -3.158 3.389
H -0.662 -5.220 2.128
H -0.914 -4.864 3.825
H 0.587 -3.193 1.759
H 1.129 -3.661 3.354
H -0.096 -2.421 3.243
*
```

***

## two
DFT (wB97M-V/def2-TZVPD) results for a structure of composition C17H36BiGeN4OS.

For the HOMO energy, the calculation gives -0.6448 Ha. For the LUMO energy, the calculation gives -10.08 eV.

Geometry as ORCA input:
```
! wB97M-V def2-TZVPD RIJCOSX def2/J DEFGRID3
* xyz 3 1
Bi 0.959 -1.021 0.099
N 1.894 -1.865 -2.107
C 3.078 -2.681 -1.757
C 3.985 -1.849 -0.878
N 3.284 -1.459 0.373
C 3.950 -0.303 1.041
C 3.287 0.014 2.365
N 1.867 0.366 2.150
H 2.153 -1.157 -2.792
H 1.188 -2.454 -2.544
H 2.728 -3.568 -1.224
H 3.619 -3.014 -2.643
H 4.898 -2.395 -0.639
H 4.277 -0.931 -1.393
H 3.292 -2.241 1.029
H 5.003 -0.543 1.204
H 3.908 0.548 0.358
H 3.325 -0.860 3.016
H 3.837 0.814 2.861
H 1.326 0.157 2.983
H 1.780 1.367 1.992
O 0.982 -2.173 1.968
N 0.455 -3.415 2.079
C 0.680 -4.049 3.252
C 0.199 -5.314 3.451
C -0.525 -5.932 2.432
C -0.747 -5.261 1.248
C -0.252 -3.972 1.073
S -0.515 -3.066 -0.387
H 1.237 -3.482 3.983
H 0.388 -5.808 4.393
H -0.913 -6.932 2.567
H -1.306 -5.714 0.441
C -0.757 5.013 -0.791
C -0.432 4.742 -2.253
C -0.976 3.426 -2.800
C -0.504 2.188 -1.983
Ge -1.579 1.678 -0.466
C -3.060 0.474 -0.741
C -4.278 1.263 -1.275
C -4.892 2.167 -0.217
C -3.802 2.992 0.453
H -0.478 6.028 -0.509
H -0.217 4.345 -0.109
H -1.829 4.931 -0.599
H 0.651 4.759 -2.401
H -0.840 5.550 -2.862
H -0.606 3.288 -3.816
H -2.066 3.455 -2.874
H 0.526 2.348 -1.652
H -0.544 1.299 -2.622
H -1.083 2.039 0.936
H -3.276 -0.048 0.193
H -2.747 -0.261 -1.488
H -4.998 0.539 -1.657
H -3.978 1.877 -2.130
H -5.435 1.587 0.530
H -5.617 2.821 -0.701
H -3.294 2.439 1.247
H -4.154 3.917 0.911
H -3.061 3.335 -0.317
*
```

***

Most favorable first, least favorable last: one, two